No. 1
ORCA calculation (ωB97M-V/def2-TZVPD) on C29H57Cl3N2O3PSiY as an isolated structure at a distorted geometry.

```
! wB97M-V def2-TZVPD RIJCOSX def2/J DEFGRID3
* xyz 0 1
C 1.74047 -0.55038 -4.53241
C 1.22514 0.83515 -4.28184
H 1.72699 -0.83290 -5.59670
H 1.15430 -1.31402 -3.98741
H 2.77735 -0.62932 -4.15638
C 0.66901 1.62018 -5.21385
C 0.37765 1.26855 -6.62501
H 0.41696 2.64693 -4.97366
H 0.43405 0.19933 -6.84058
H 1.06700 1.79203 -7.29888
H -0.62788 1.60858 -6.90463
Y 0.18007 -0.25809 -0.13088
Cl 2.66368 -0.28530 0.44530
Cl -0.52694 -2.64654 -0.48122
C 0.76610 2.84499 0.68072
O -0.07002 1.89139 0.71960
N 0.41844 4.09431 0.96282
C -0.96397 4.39342 1.31788
C 1.35174 5.21494 0.92573
H 1.82479 2.66100 0.41917
H -1.53349 3.46060 1.35965
H -1.41407 5.06466 0.57154
H -0.98685 4.90407 2.29109
H 2.34334 4.86385 0.61070
H 1.41570 5.67730 1.92266
H 0.99961 5.98200 0.22008
H -1.09468 -0.41108 -3.54673
H -2.35668 1.92355 -4.19600
C -2.03866 -0.61382 -3.01808
C -3.16200 1.49790 -3.57662
N -2.61898 0.63842 -2.53892
H -1.82846 -1.30529 -2.19510
C -2.57099 1.04451 -1.26442
O -2.14198 0.31971 -0.32931
H -3.71590 2.31255 -3.10045
H -2.91481 2.08747 -1.11800
H -2.73841 -1.06856 -3.72735
H -3.82873 0.89903 -4.20970
O 0.43030 0.55621 -2.07535
C 1.32854 1.27445 -2.83877
C -0.08182 3.40282 -2.58871
C 1.16733 2.79000 -2.66480
H -0.97446 2.76894 -2.55328
C -0.17978 4.79976 -2.57598
H 2.33193 1.00360 -2.47399
C 2.32481 3.57533 -2.67794
H -1.16296 5.28014 -2.57793
C 0.98172 5.57851 -2.56881
C 2.23976 4.96734 -2.61687
H 3.29897 3.07723 -2.74213
H 0.91705 6.66681 -2.48810
H 3.15732 5.56968 -2.61042
Si 0.53965 -5.98826 -0.78595
Cl 0.69570 -5.01477 -2.60687
C -1.27860 -6.02957 -0.33966
C 1.82923 -5.22401 0.33744
C 0.95831 -7.83794 -0.93356
H -1.77297 -5.05795 -0.45706
H -1.42969 -6.36492 0.69557
H -1.77558 -6.75589 -1.00180
H 0.23093 -8.34317 -1.59007
H 0.90283 -8.31212 0.06373
H 1.96893 -8.00783 -1.33091
H 1.81818 -4.12358 0.29257
H 2.83923 -5.53938 0.02491
H 1.68705 -5.53070 1.38647
C 1.25042 -3.03867 2.86080
C 0.03412 -2.43487 3.55974
C 0.15987 -2.61901 5.07102
P -0.26600 -0.70844 2.92746
C -2.10097 -0.44110 3.11129
C -2.65130 -1.01435 4.40786
C -2.50407 1.02292 2.90208
C 0.67016 0.48216 4.00165
C 0.10374 0.62519 5.40230
C 2.18440 0.20823 4.00759
H 2.17839 -2.48303 3.04248
H 1.08782 -3.07138 1.78329
H 1.38667 -4.07058 3.20798
H -0.85647 -2.98621 3.20730
H 1.06247 -2.13610 5.47006
H -0.71083 -2.26006 5.62835
H 0.23983 -3.69975 5.26575
H -2.53339 -1.02820 2.28061
H -2.18952 -0.56754 5.29467
H -3.72693 -0.80470 4.44126
H -2.50327 -2.09606 4.45224
H -2.23763 1.37601 1.89991
H -3.59664 1.09975 3.00463
H -2.03758 1.67964 3.64964
H 0.50879 1.43935 3.47762
H 0.11751 -0.32075 5.95217
H 0.73649 1.34321 5.93682
H -0.91510 1.01923 5.38310
H 2.59851 0.12077 2.98821
H 2.68618 1.05830 4.49909
H 2.41353 -0.70578 4.57851
*
```

Calculated values
LUMO energy   0.27 eV
Energy relative to the best compared isomer or geometry (same formula, charge and spin)   0.00 kcal/mol
Highest occupied orbital energy   -8.178 eV
Gap between HOMO and LUMO   8.45 eV


No. 2
ORCA calculation (ωB97M-V/def2-TZVPD) on C29H57InNO11 as an isolated structure.

```
! wB97M-V def2-TZVPD RIJCOSX def2/J DEFGRID3
* xyz -1 1
C -2.33400 5.19189 2.21857
C -2.21354 3.72450 1.81825
C -2.82286 3.39695 0.45125
C -3.31841 1.95451 0.34330
C -3.43617 1.46266 -1.09581
C -3.97738 0.03680 -1.20639
C -3.03794 -0.99788 -0.55772
C -2.60736 -2.14805 -1.47593
C -1.30434 -2.80018 -1.00830
C -1.45722 -3.62967 0.27687
C -0.90347 -2.92795 1.52413
C -1.32433 -3.52416 2.86961
In 0.30303 -3.53763 4.34658
O 1.01490 -1.55931 4.48146
C 1.60042 -1.17090 5.67952
C 2.38720 0.11868 5.45000
N 3.26151 0.50024 6.57419
C 4.59219 0.93786 6.20075
C 5.47585 -0.16360 5.55886
C 5.59168 -0.03846 4.03484
O 4.98160 -1.42916 5.96494
H -1.62781 5.82128 1.67097
H -3.33644 5.57413 2.00847
H -2.14242 5.33740 3.28318
H -2.68072 3.09670 2.58249
H -1.15682 3.44178 1.80948
H -3.64588 4.09126 0.24765
H -2.08342 3.57021 -0.33961
H -4.29704 1.86902 0.83059
H -2.64104 1.30548 0.90665
H -4.06874 2.16288 -1.65448
H -2.44463 1.50182 -1.56499
H -4.12421 -0.21089 -2.26156
H -4.96495 0.00929 -0.73384
H -2.13213 -0.49298 -0.20885
H -3.50202 -1.41532 0.33990
H -3.39547 -2.91000 -1.49023
H -2.50145 -1.77704 -2.50190
H -0.58028 -1.99922 -0.82213
H -0.88013 -3.42313 -1.79974
H -2.51069 -3.89610 0.43012
H -0.91016 -4.57132 0.16983
H 0.18465 -2.94179 1.42013
H -1.18610 -1.86845 1.48951
H -1.62453 -4.57216 2.74476
H -2.20436 -2.99380 3.24699
H 1.69308 -4.44697 3.70882
H -0.20542 -4.10160 5.94546
H 0.84728 -0.99243 6.47093
H 2.30748 -1.90695 6.09545
H 2.98190 -0.05100 4.55116
H 1.68672 0.93077 5.21232
H 2.82678 1.25501 7.08756
H 4.58464 1.79059 5.49521
H 5.08961 1.28736 7.10895
H 6.48279 -0.03644 5.97927
H 4.75252 0.50949 3.60615
H 6.50837 0.48110 3.74808
H 5.61658 -1.02631 3.56533
H 5.22072 -2.09370 5.31968
C -0.76339 -4.25725 -6.12032
C -0.42656 -2.79625 -5.99739
C 0.32948 -2.39433 -4.74632
O -0.10775 -1.03657 -4.56217
C -1.33134 -0.91722 -5.11461
O -2.06061 0.01420 -4.97497
O -1.62552 -2.00789 -5.85743
H -1.37564 -4.43813 -7.00252
H 0.15561 -4.83806 -6.21132
H -1.30656 -4.59588 -5.23798
H 0.09206 -2.42969 -6.88923
H 1.41105 -2.42164 -4.83348
H 0.01223 -2.98232 -3.88243
C 3.99718 0.36037 0.61084
C 2.90493 -0.67232 0.61626
C 3.14248 -1.90368 1.46947
O 2.41241 -2.89876 0.74893
C 2.28519 -2.52539 -0.53179
O 1.78140 -3.17599 -1.39542
O 2.76612 -1.26717 -0.69983
H 3.76739 1.16189 -0.09026
H 4.09128 0.79067 1.60758
H 4.94975 -0.09095 0.32917
H 1.93708 -0.23046 0.86937
H 2.74810 -1.85045 2.48520
H 4.20182 -2.18104 1.47241
C -2.22949 3.17873 -4.71019
C -1.76702 4.14255 -5.76347
C -1.00605 5.35949 -5.27267
O -1.32163 6.34450 -6.26356
C -2.51374 6.01021 -6.81944
O -3.13285 6.71343 -7.55237
O -2.88744 4.77770 -6.42271
H -2.82261 2.37869 -5.14590
H -1.37272 2.71637 -4.21981
H -2.83459 3.69583 -3.96339
H -1.19196 3.63264 -6.54260
H 0.07150 5.23033 -5.22669
H -1.38725 5.69875 -4.30572
*
```

Calculated values
LUMO energy   2.00 eV
Highest occupied orbital energy   -4.733 eV
Gap between HOMO and LUMO   6.73 eV


No. 3
ORCA calculation (ωB97M-V/def2-TZVPD) on C29H57N2O2PSi4SnTe as an isolated structure.

```
! wB97M-V def2-TZVPD RIJCOSX def2/J DEFGRID3
* xyz 2 1
Sn 1.40027 0.88203 0.19101
O 4.84196 -1.33029 0.86287
C 3.85745 -0.79131 0.43242
O 3.07365 0.02828 1.08382
C 3.43751 -1.05029 -1.00632
C 4.11797 -1.95793 -1.79779
C 3.70496 -2.13243 -3.10771
C 2.62272 -1.40108 -3.58468
C 1.98877 -0.52113 -2.73236
N 2.39884 -0.34768 -1.46964
H 4.95468 -2.49063 -1.36868
H 4.21912 -2.83023 -3.75509
H 2.27735 -1.50555 -4.60321
H 1.14081 0.07098 -3.05527
N -1.50434 2.76877 -0.82855
H -1.34576 3.74457 -1.05748
H -2.18128 2.77078 -0.07181
H -1.98625 2.37131 -1.62892
C 0.87276 4.44930 1.22366
C 1.96081 4.72977 0.17501
C 1.30359 5.08173 -1.16085
C 2.79610 5.91487 0.67365
P 2.97769 3.16469 0.02187
C 3.90768 3.09556 1.58074
C 5.20924 3.56948 1.74485
C 5.82368 3.52564 2.98653
C 5.14689 3.01765 4.08501
C 3.85083 2.54783 3.93885
C 3.24237 2.58269 2.69580
C 4.14512 3.21011 -1.43936
C 4.86928 4.54678 -1.64866
C 3.33684 2.91017 -2.71124
C 5.16872 2.07688 -1.26310
H 0.18902 5.30072 1.25158
H 1.29964 4.34488 2.22046
H 0.28750 3.55708 0.99113
H 0.57863 5.88171 -0.99375
H 0.78422 4.23045 -1.60499
H 2.02570 5.45236 -1.88614
H 2.12261 6.75868 0.84148
H 3.54857 6.23397 -0.04384
H 3.28772 5.69106 1.61995
H 5.75934 3.98242 0.91366
H 6.83513 3.89341 3.09396
H 5.63057 2.98401 5.05177
H 3.31818 2.14285 4.78851
H 2.23289 2.19579 2.60608
H 4.18261 5.34824 -1.91461
H 5.56132 4.42481 -2.48480
H 5.44977 4.87093 -0.78863
H 2.65237 3.71205 -2.97610
H 2.76725 1.98446 -2.61957
H 4.03397 2.78487 -3.54273
H 5.71072 2.11437 -0.32203
H 5.89598 2.14509 -2.07469
H 4.69225 1.09970 -1.33957
C -5.13877 0.17355 2.51950
Si -4.49710 -1.56220 2.45839
C -3.95683 -2.25357 4.09072
C -5.71977 -2.69960 1.59546
Si -3.45614 -3.34032 -0.01379
Te -2.33624 -1.43351 1.00917
Si -2.89777 -5.52831 0.76042
C -2.03266 -6.25474 -0.73149
C -4.50092 -6.41262 1.12476
C -1.78517 -5.36846 2.24478
Si -4.68262 -2.96213 -2.01370
C -3.38410 -3.27725 -3.32440
C -6.06241 -4.21164 -2.08640
C -5.26892 -1.19248 -2.01200
H -6.01940 0.20778 3.16729
H -5.42687 0.52923 1.52980
H -4.39468 0.85670 2.93085
H -4.73000 -2.06523 4.84078
H -3.03185 -1.79177 4.43546
H -3.79686 -3.33133 4.03357
H -6.60169 -2.80949 2.23590
H -5.36332 -3.73028 1.45156
H -6.07831 -2.29142 0.64893
H -2.72953 -6.44390 -1.54989
H -1.59320 -7.21363 -0.44458
H -1.22064 -5.62715 -1.10345
H -5.21158 -6.34414 0.29928
H -4.98331 -6.04418 2.03152
H -4.28820 -7.47314 1.28440
H -1.08782 -4.53499 2.14741
H -1.20095 -6.28342 2.36689
H -2.36074 -5.22125 3.16010
H -2.99918 -4.29762 -3.28526
H -2.54399 -2.58427 -3.24987
H -3.83938 -3.13637 -4.30828
H -5.68346 -5.23400 -2.03544
H -6.59116 -4.10778 -3.03738
H -6.79470 -4.07492 -1.28925
H -4.46053 -0.50762 -1.75013
H -6.09433 -1.03210 -1.31620
H -5.63093 -0.92567 -3.00791
*
```

Calculated values
LUMO energy   -6.33 eV
Energy relative to the best compared isomer or geometry (same formula, charge and spin)   46.85 kcal/mol
Highest occupied orbital energy   -13.052 eV
Gap between HOMO and LUMO   6.72 eV


No. 4
ORCA calculation (ωB97M-V/def2-TZVPD) on C29H58ClGaNO32S7 as an isolated structure at a distorted geometry.

```
! wB97M-V def2-TZVPD RIJCOSX def2/J DEFGRID3
* xyz -1 1
C 5.96529 0.15534 1.65093
C 5.65755 1.25265 0.66451
O 5.76457 2.42916 0.92414
O 5.28675 0.84697 -0.58196
C 3.93505 0.32271 -0.64014
C 3.24706 0.81163 -1.90217
C 2.25355 -0.23834 -2.43957
C 0.78909 0.20847 -2.55992
C 0.25610 1.08554 -1.43594
C -1.22636 1.48343 -1.70652
Ga -2.52978 0.71395 -0.33159
N -4.03137 -0.03542 -1.32070
C -3.26193 2.28785 0.82358
C -4.79755 2.34707 0.88162
C -5.36645 3.06555 -0.33320
Cl -6.87460 2.33061 -0.95366
C -1.62911 -0.56091 1.01260
C -1.40532 -2.01410 0.61266
O -2.29522 -2.47999 -0.42958
C -1.71953 -2.89307 -1.56343
C -2.48604 -2.54485 -2.80638
O -0.66041 -3.51007 -1.60644
H 5.62822 -0.79758 1.25830
H 5.43545 0.36906 2.57239
H 7.03471 0.12199 1.82379
H 4.01066 -0.76353 -0.65490
H 3.37304 0.58631 0.25637
H 4.04583 0.95075 -2.62792
H 2.79025 1.78296 -1.75258
H 2.31177 -1.14760 -1.84385
H 2.60021 -0.51936 -3.43402
H 0.19009 -0.70602 -2.53628
H 0.56995 0.66638 -3.52255
H 0.29119 0.52632 -0.50042
H 0.82553 2.00624 -1.32426
H -1.49710 1.20683 -2.72721
H -1.30604 2.57019 -1.66006
H -4.37809 0.69074 -1.93684
H -4.80815 -0.29464 -0.72567
H -2.85591 2.25639 1.82972
H -2.92620 3.19651 0.31448
H -5.22276 1.34966 0.97162
H -5.10420 2.88498 1.78473
H -5.56629 4.10462 -0.09328
H -4.62349 3.06808 -1.12463
H -0.64498 -0.18093 1.28818
H -2.23334 -0.51629 1.91806
H -0.36585 -2.15785 0.32961
H -1.57507 -2.66894 1.46781
H -1.99630 -1.71381 -3.30515
H -2.42532 -3.40514 -3.47555
H -3.52002 -2.31102 -2.59652
C 1.68195 -4.55078 0.24217
C 2.42807 -5.83620 -0.00638
O 3.59441 -5.74520 0.83492
S 3.22427 -4.93527 2.16289
O 2.94130 -5.84999 3.21145
O 4.18619 -3.90524 2.33468
O 1.84747 -4.30858 1.65579
H 2.12819 -3.71949 -0.30634
H 0.62922 -4.61987 -0.01152
H 2.70577 -5.93955 -1.04552
H 1.84728 -6.70765 0.30570
C 4.51740 5.11545 -0.76156
C 5.49770 5.74669 -1.72422
O 4.78575 5.79818 -2.96639
S 3.22343 6.03764 -2.68627
O 2.93494 7.41879 -2.82191
O 2.49382 5.05240 -3.39313
O 3.24639 5.67835 -1.12610
H 4.47344 4.03318 -0.88933
H 4.74005 5.34667 0.27581
H 6.40532 5.16184 -1.83984
H 5.75268 6.76726 -1.42873
C 0.68600 4.53883 2.63122
C 1.14649 4.26844 4.04936
O -0.05845 3.92411 4.75200
S -1.05858 3.15622 3.75140
O -0.92089 1.75948 3.94457
O -2.31996 3.80189 3.81399
O -0.32626 3.55120 2.39357
H 0.23493 5.52728 2.53016
H 1.48373 4.43090 1.90190
H 1.61204 5.13253 4.51447
H 1.82772 3.41596 4.09499
C -2.94408 8.43149 3.15691
C -3.11155 6.93942 2.96701
O -2.97459 6.74540 1.55252
S -1.93761 7.80482 0.96211
O -0.65560 7.20385 0.86065
O -2.53665 8.46132 -0.13905
O -1.91455 8.79389 2.22653
H -3.85493 8.97504 2.89775
H -2.63940 8.69371 4.16622
H -4.07858 6.57909 3.30362
H -2.32256 6.37788 3.46898
C 0.92693 -5.59939 -5.53267
C 0.68406 -4.79290 -4.27022
O 0.60602 -5.79160 -3.24106
S 1.56847 -7.00455 -3.58647
O 2.79573 -6.83321 -2.88920
O 0.82278 -8.20751 -3.49132
O 1.82364 -6.65398 -5.12131
H 0.00780 -6.05540 -5.90435
H 1.38988 -5.01418 -6.32144
H -0.23642 -4.21909 -4.29293
H 1.51987 -4.12826 -4.04559
C -0.43522 -10.93277 -5.20838
C -1.80639 -11.47275 -4.86424
O -2.70102 -10.69364 -5.67165
S -1.99311 -10.32014 -7.05775
O -2.39913 -11.24105 -8.05662
O -2.10637 -8.92157 -7.25402
O -0.49780 -10.68005 -6.62271
H -0.23217 -9.99185 -4.69639
H 0.36166 -11.64016 -4.99763
H -2.05442 -11.35139 -3.81419
H -1.91049 -12.52262 -5.14723
C -2.03932 1.99422 8.49884
C -2.54607 2.75414 7.29328
O -3.44585 3.72948 7.84788
S -2.92371 4.18983 9.28479
O -2.19518 5.40064 9.16017
O -3.98964 4.06564 10.21047
O -1.87720 2.99993 9.51199
H -2.76974 1.26313 8.84990
H -1.08995 1.50082 8.31283
H -3.07081 2.11951 6.58555
H -1.73776 3.27996 6.78245
*
```

Calculated values
LUMO energy   1.61 eV
Highest occupied orbital energy   -4.655 eV
Gap between HOMO and LUMO   6.27 eV